Record 1
Computed, not measured: a molecular structure, C23H19FFeN6OS4 in a non-equilibrium geometry, with ωB97M-V with the def2-TZVPD basis set.

CARTESIAN COORDINATES (ANGSTROEM)
Fe (-0.05138, 0.05328, 0.63136)
N (3.27839, -2.98787, 1.99885)
C (2.12939, -2.38402, 1.47941)
S (1.96155, -2.33540, -0.20077)
N (1.31734, -1.97531, 2.44515)
N (0.22792, -1.27161, 2.06915)
C (-0.79537, -1.41040, 2.84637)
C (-2.01492, -0.76453, 2.41096)
C (-3.23080, -0.84150, 3.08418)
C (-4.34578, -0.25321, 2.51666)
C (-4.21273, 0.39133, 1.29565)
C (-2.96718, 0.43983, 0.69295)
N (-1.88493, -0.11127, 1.24371)
H (4.03942, -2.95063, 1.33920)
H (3.50819, -2.62921, 2.91575)
H (-0.74868, -2.04755, 3.72267)
H (-3.28433, -1.36130, 4.03205)
H (-5.30505, -0.29615, 3.01867)
H (-5.05957, 0.85665, 0.80856)
H (-2.80853, 0.94031, -0.25304)
S (-0.52346, 1.10481, -1.47010)
C (1.02726, 1.13459, -2.27072)
C (1.08408, 1.24401, -3.65410)
C (2.29221, 1.30033, -4.35517)
C (2.27964, 1.41433, -5.77473)
N (2.23977, 1.50967, -6.92390)
C (3.49255, 1.23963, -3.62581)
C (3.44846, 1.11880, -2.24195)
C (2.24569, 1.05951, -1.52203)
S (2.22946, 0.95395, 0.19097)
C (4.75824, 1.29556, -4.28784)
N (5.78507, 1.33708, -4.80915)
H (0.15467, 1.29560, -4.20808)
H (4.37613, 1.06016, -1.68750)
C (-0.63121, -3.95079, -2.13812)
S (-0.70604, -2.15307, -1.98893)
C (-2.10796, -1.91039, -3.09961)
O (-1.27534, -1.92318, -0.63396)
H (-0.39244, -4.23866, -3.16367)
H (-1.58747, -4.36965, -1.82070)
H (0.16635, -4.25946, -1.46341)
H (-1.87389, -2.27283, -4.10229)
H (-2.27192, -0.83368, -3.11587)
H (-2.97379, -2.42849, -2.68442)
F (-0.20569, 4.83932, 4.58317)
C (-0.14366, 3.78403, 3.69878)
C (-0.71654, 3.91581, 2.45293)
C (-0.64992, 2.83735, 1.57323)
C (-0.03105, 1.61655, 1.88617)
C (0.53305, 1.56273, 3.17191)
C (0.49178, 2.62365, 4.07781)
H (-1.19771, 4.84839, 2.17851)
H (-1.08160, 2.96196, 0.58463)
H (1.06366, 0.66857, 3.48762)
H (0.94864, 2.55242, 5.05890)

Cartesian forces (eV/Å) of the 6 atoms listed first:
0.664 1.281 0.049
0.027 0.049 0.008
-0.036 0.154 0.299
-0.075 -0.317 -0.076
0.294 -0.011 -0.099
-0.043 -0.210 -0.005

Results
- ΔE to the lowest compared entry with this formula, charge and spin (eV) = 1.364
- charge = -2
- LUMO level (Ha) = 0.1537
- orbital gap (eV) = 5.11
- E_HOMO (eV) = -0.92

---

Record 2
Computed, not measured: a single C21H31N3O3S molecule in a non-equilibrium geometry, with ωB97M-V with the def2-TZVPD basis set.

CARTESIAN COORDINATES (ANGSTROEM)
C (-1.93456, 0.46952, 5.58786)
C (-2.89355, 1.58933, 4.55369)
N (-3.70854, 0.73626, 3.80769)
C (-4.74704, 0.16237, 4.55573)
C (-6.16338, 1.15438, 4.47386)
C (-3.26887, -0.22018, 2.81598)
C (-3.86852, 0.01786, 1.50835)
C (-3.72417, 1.61231, 0.98611)
N (-2.37257, 1.66520, 0.44385)
C (-1.68306, 2.36916, 1.03030)
O (-1.68447, 3.03495, 2.04479)
C (-0.19572, 2.35585, 0.27263)
C (0.56756, 3.47704, 0.47374)
C (1.68044, 3.34760, -0.33220)
C (2.49622, 2.18002, -0.68911)
C (3.87578, 2.26536, -1.37114)
C (1.54039, 1.03645, -0.77768)
N (2.01902, -0.02362, -1.40701)
C (1.43855, -1.01554, -1.82599)
O (0.25699, -1.28417, -1.56594)
C (2.11124, -2.28962, -2.46564)
C (1.65043, -3.31463, -2.88734)
C (0.39394, -3.80083, -2.17025)
O (2.56897, -4.41674, -3.27995)
C (3.58470, -4.03823, -4.20375)
C (4.63613, -3.36472, -3.36721)
S (3.92490, -1.56137, -3.10513)
C (0.42172, 1.01609, -0.19274)
H (-2.63049, -0.11401, 6.23692)
H (-1.46281, 1.06913, 6.19361)
H (-1.36737, -0.08827, 4.86180)
H (-3.35632, 1.97482, 5.31723)
H (-2.31031, 1.94320, 4.05339)
H (-4.73688, -0.31208, 5.35730)
H (-5.31403, -0.54151, 3.85437)
H (-6.99311, 0.69031, 4.96370)
H (-5.79349, 2.07400, 5.16704)
H (-6.42095, 1.27204, 3.56469)
H (-3.28899, -1.16063, 2.94107)
H (-2.19896, 0.23790, 2.54533)
H (-3.63845, -0.60755, 0.88280)
H (-5.01746, -0.24700, 1.81970)
H (-4.74011, 1.72511, 0.17943)
H (-3.88298, 2.25020, 1.86206)
H (-2.26582, 1.05645, -0.39473)
H (0.35052, 4.52131, 0.92385)
H (2.40625, 4.18989, -0.10616)
H (3.72592, 2.06244, -2.38697)
H (4.31019, 1.49436, -0.93803)
H (4.15236, 3.32319, -1.43282)
H (3.10612, -0.05854, -1.75872)
H (-0.33957, -3.33313, -2.69144)
H (0.35619, -3.54576, -1.08853)
H (0.34713, -5.03159, -2.50590)
H (4.13208, -4.84355, -4.51831)
H (3.31592, -3.49137, -5.22787)
H (5.56947, -2.96177, -3.72122)
H (4.94731, -3.85090, -2.31590)
H (-0.36242, 0.26365, -0.27038)

Cartesian forces (eV/Å) of the 6 atoms listed first:
-4.492 -0.863 -3.764
-5.846 -13.445 8.500
-2.497 -1.406 0.041
-7.055 3.884 -9.897
5.475 0.052 9.353
5.564 10.043 -2.134

Results
- ΔE to the lowest compared entry with this formula, charge and spin (eV) = 22.259
- charge = 0
- LUMO level (Ha) = 0.0074
- orbital gap (eV) = 7.67
- E_HOMO (eV) = -7.47

---

Record 3
Computed, not measured: a single C4H6O molecule, with ωB97M-V with the def2-TZVPD basis set.

CARTESIAN COORDINATES (ANGSTROEM)
C (-1.47346, -0.75474, 0.18251)
C (-0.34468, -0.09925, 0.68561)
C (1.52466, -0.15828, -0.26535)
O (0.86954, 0.92076, -0.96805)
C (-0.19742, 1.04259, -0.23661)
H (-2.17741, -0.24052, -0.47364)
H (-1.58170, -1.84357, 0.22206)
H (0.02339, -0.20016, 1.71213)
H (2.02075, -0.82255, -0.98059)
H (2.16138, 0.22938, 0.53070)
H (-0.85354, 1.90334, -0.40700)

Cartesian forces (eV/Å) of the 6 atoms listed first:
0.253 -0.081 -0.206
-0.203 -0.007 -0.031
-0.131 -0.049 -0.038
-0.231 -0.128 0.429
-0.025 -0.046 -0.138
0.284 -0.002 0.125

Results
- ΔE to the lowest compared entry with this formula, charge and spin (eV) = 5.148
- charge = 0
- LUMO level (alpha / beta) (Ha) = 0.0136 / -0.0012
- orbital gap (alpha / beta) (eV) = 7.48 / 6.89
- E_HOMO (alpha / beta) (eV) = -7.11 / -6.92

---

Record 4
Computed, not measured: 2 unconnected molecules or ions with the total composition H6N3OP in a non-equilibrium geometry, with ωB97M-V with the def2-TZVPD basis set.

CARTESIAN COORDINATES (ANGSTROEM)
N (2.40355, 0.25550, 0.68317)
N (-0.92538, -1.19862, 0.97655)
N (-0.75297, 0.19429, -1.47567)
O (-1.97584, 1.11033, 0.43659)
P (-0.82675, 0.25100, 0.18399)
H (2.35797, 0.07723, -0.29325)
H (2.61426, 1.33567, 0.72181)
H (-0.22005, -1.79908, 0.75167)
H (-1.18182, -1.01607, 1.99399)
H (0.07472, 0.11734, -2.11039)
H (-1.56770, 0.67241, -1.86845)

Cartesian forces (eV/Å) of the 6 atoms listed first:
-0.027 2.614 1.447
-2.937 2.222 1.675
0.981 -0.705 -1.292
-1.075 0.917 1.145
1.164 0.697 -0.893
0.044 -0.193 -1.446

Results
- ΔE to the lowest compared entry with this formula, charge and spin (eV) = 4.063
- charge = 0
- LUMO level (alpha / beta) (Ha) = -0.0224 / -0.0265
- orbital gap (alpha / beta) (eV) = 9.83 / 7.20
- E_HOMO (alpha / beta) (eV) = -10.44 / -7.92

---

Record 5
Computed, not measured: a molecular structure, C26H27N4O3STc in a non-equilibrium geometry, with ωB97M-V with the def2-TZVPD basis set.

CARTESIAN COORDINATES (ANGSTROEM)
Tc (-0.54768, -0.25832, -0.92824)
N (0.60426, 1.95598, 1.23751)
C (0.98561, 0.65930, 1.52613)
C (1.71246, 0.48455, 2.71161)
C (2.19185, -0.75519, 3.05089)
C (1.94244, -1.82507, 2.19315)
C (1.20537, -1.59050, 1.06756)
N (0.70283, -0.37098, 0.71661)
C (-0.07650, 2.54748, 0.20443)
C (-0.18737, 3.94792, 0.22770)
C (-0.84689, 4.58939, -0.78441)
C (-1.40376, 3.83202, -1.82000)
C (-1.25273, 2.47591, -1.77400)
N (-0.59344, 1.82644, -0.78569)
H (0.87630, 2.60963, 1.95400)
H (1.89681, 1.34394, 3.34366)
H (2.75653, -0.89330, 3.96304)
H (2.29869, -2.82735, 2.39252)
H (0.97292, -2.39775, 0.39751)
H (0.24717, 4.49908, 1.05112)
H (-0.93993, 5.66699, -0.77843)
H (-1.93818, 4.29344, -2.63687)
H (-1.67209, 1.84070, -2.54518)
N (1.13289, -0.48257, -2.60920)
C (1.22549, -1.89474, -2.28609)
C (0.06621, -2.48964, -1.78794)
C (0.12218, -3.73862, -1.17332)
C (1.34338, -4.36690, -1.05109)
C (2.47914, -3.82551, -1.64136)
C (2.42482, -2.59023, -2.27076)
S (1.48043, -5.82043, 0.01061)
O (2.38216, -6.72015, -0.66381)
O (2.02622, -5.22112, 1.22311)
O (0.12747, -6.30206, 0.17209)
H (1.07034, -0.25133, -3.59505)
H (1.98177, -0.03567, -2.27084)
H (-0.95377, -2.08496, -1.90262)
H (-0.75678, -4.21988, -0.75987)
H (3.41529, -4.36672, -1.56631)
H (3.32381, -2.13509, -2.66786)
C (-2.31050, -1.91997, 1.88861)
C (-2.84451, -0.64769, 1.21391)
C (-4.36336, -0.81975, 1.02265)
C (-2.15149, -0.51757, -0.12553)
C (-2.56261, 0.62197, 2.01175)
C (-1.90260, 0.60311, 3.23508)
C (-1.68966, 1.77941, 3.94767)
C (-2.13314, 2.99340, 3.44703)
C (-2.79693, 3.02392, 2.22491)
C (-3.00461, 1.85208, 1.51719)
H (-2.48975, -2.78726, 1.25200)
H (-2.83757, -2.08897, 2.82999)
H (-1.24220, -1.86448, 2.09630)
H (-4.56763, -1.71817, 0.43684)
H (-4.80675, 0.03461, 0.51042)
H (-4.85516, -0.92388, 1.99030)
H (-2.84356, -0.64122, -1.00536)
H (-1.56596, -0.33234, 3.66206)
H (-1.19979, 1.73696, 4.91302)
H (-1.98930, 3.90466, 4.01382)
H (-3.16461, 3.96304, 1.83019)
H (-3.53756, 1.89302, 0.57323)

Cartesian forces (eV/Å) of the 6 atoms listed first:
0.223 -0.169 -0.206
-0.208 0.265 -0.107
0.099 -0.282 0.090
-0.037 0.058 -0.088
-0.034 -0.028 -0.062
0.069 0.012 0.184

Results
- charge = +1
- LUMO level (alpha / beta) (Ha) = -0.1635 / -0.1813
- multiplicity = 2
- orbital gap (alpha / beta) (eV) = 5.84 / 5.36
- E_HOMO (alpha / beta) (eV) = -10.29 / -10.29

---

Record 6
Computed, not measured: 2 unconnected molecules or ions with the total composition C4H12 in a non-equilibrium geometry, with ωB97M-V with the def2-TZVPD basis set.

CARTESIAN COORDINATES (ANGSTROEM)
C (-1.51010, 0.34667, 0.45906)
C (-2.98516, 0.21321, 0.77460)
H (-1.09278, 1.33130, 0.65289)
H (-0.95656, -0.30452, 1.14327)
H (-1.30524, -0.02447, -0.54190)
H (-3.35982, -0.80043, 0.63616)
H (-3.64170, 0.78104, 0.10790)
H (-3.23117, 0.55176, 1.77463)
C (1.86339, -0.14083, -1.22187)
C (2.71826, -0.33025, 0.01846)
H (1.63263, -1.10560, -1.69079)
H (0.88382, 0.27668, -0.99667)
H (2.29180, 0.40838, -2.06071)
H (2.79513, 0.58358, 0.60084)
H (3.70874, -0.69201, -0.24741)
H (2.18874, -1.09450, 0.59155)

Cartesian forces (eV/Å) of the 6 atoms listed first:
0.113 -0.780 0.596
-0.812 0.316 -0.413
-0.194 0.242 -0.416
0.041 -0.090 -0.094
0.155 0.339 -0.140
0.294 -0.227 0.279

Results
- ΔE to the lowest compared entry with this formula, charge and spin (eV) = 0.176
- charge = 0
- LUMO level (Ha) = 0.0415
- orbital gap (eV) = 12.77
- E_HOMO (eV) = -11.64

---

> Which formula does entry 5 have?

C26H27N4O3STc